Entry 1:
# C10H38B2O5Sr

A molecular structure, C10H38B2O5Sr at a distorted geometry (wB97M-V/def2-TZVPD, the Open Molecules 2025 dataset).

```
56
Properties=species:S:1:pos:R:3:forces:R:3:mulliken_charge:R:1
Sr -14.971697 16.084925 -6.483390 -0.802 0.045 0.397 -0.02
B -16.843564 15.328129 -4.804526 -1.410 -0.549 1.165 1.01
H -17.069163 14.819478 -5.797875 -0.323 -0.985 -1.963 -0.60
H -16.973906 16.450984 -4.931495 -0.019 2.156 -0.210 -0.31
H -17.602759 14.949745 -4.009855 -0.861 -0.385 0.823 -0.19
H -15.805420 15.026872 -4.456037 2.096 -0.393 0.709 -0.29
B -13.239769 16.633362 -8.308734 1.395 0.304 -1.468 1.82
H -12.617396 16.613389 -9.289164 0.763 0.169 -0.981 -0.20
H -12.684131 17.146294 -7.452777 0.936 0.926 1.555 -0.31
H -14.215567 17.179568 -8.496068 -2.006 0.955 -0.386 -0.66
H -13.414594 15.553354 -8.024157 -0.324 -2.321 0.331 -0.95
C -16.494004 18.899725 -9.434581 -0.501 -0.246 -0.025 -1.06
C -16.420378 19.060779 -7.914640 0.782 -0.031 -1.332 -0.31
O -16.769150 17.839285 -7.275079 -0.023 0.461 0.287 -0.08
H -16.440472 19.857743 -9.954732 -0.070 0.005 0.075 0.38
H -17.436333 18.396178 -9.670955 -0.079 0.264 -0.153 0.25
H -15.713645 18.252943 -9.831286 0.173 0.025 0.254 0.14
H -17.017102 19.923471 -7.613215 -0.158 -0.215 0.343 0.49
H -15.365573 19.261886 -7.700242 -0.139 -0.001 0.407 0.16
H -17.713287 17.815811 -7.095457 0.035 -0.123 0.046 0.13
C -13.969898 18.771537 -2.856684 0.249 0.741 -0.037 -1.34
C -14.954759 18.071905 -3.779030 0.697 0.025 1.550 0.09
O -14.630307 18.287013 -5.140885 -0.072 -0.162 -0.207 -0.32
H -12.921261 18.534734 -3.047263 -0.108 -0.174 -0.299 0.26
H -14.137487 18.543783 -1.802481 -0.296 -0.033 -0.063 0.39
H -14.083228 19.852934 -2.992857 0.141 0.000 0.191 0.36
H -15.953076 18.409828 -3.495569 -0.168 -0.156 -0.458 0.36
H -14.878842 17.011264 -3.548876 -0.305 -0.101 -0.524 0.21
H -14.940751 19.149825 -5.429314 -0.020 -0.002 0.075 0.17
C -10.937895 14.354306 -4.603361 0.398 0.752 -0.561 -1.15
C -11.678470 15.646667 -4.937808 -0.204 -0.404 0.301 -0.17
O -13.103177 15.452429 -4.804343 0.386 0.239 0.027 0.01
H -9.863862 14.555621 -4.571806 -0.040 0.058 0.236 0.40
H -11.048135 13.601443 -5.379300 -0.377 -0.209 0.212 0.20
H -11.266811 14.028263 -3.617156 0.093 -0.358 -0.046 0.38
H -11.554872 16.006022 -5.956514 0.229 -0.120 -0.022 0.18
H -11.330641 16.422165 -4.250687 -0.192 0.144 -0.016 0.25
H -13.286803 14.926443 -4.018735 -0.091 0.003 -0.042 0.12
C -17.910197 13.925287 -9.921557 0.283 -0.015 -0.380 -1.28
C -17.145846 14.042373 -8.617203 0.325 -0.311 -0.172 -0.08
O -16.230416 15.147622 -8.649002 -0.405 0.070 0.023 0.08
H -18.439749 12.984231 -10.075353 -0.162 0.006 0.514 0.38
H -17.223926 13.948996 -10.775601 0.038 0.290 0.062 0.38
H -18.609710 14.757748 -9.989271 -0.023 -0.047 -0.233 0.30
H -16.533507 13.164467 -8.393057 -0.349 -0.253 -0.059 0.08
H -17.838888 14.205789 -7.795337 0.201 0.093 0.124 0.20
H -15.706003 15.073162 -9.455266 0.103 0.131 0.125 0.07
C -13.666222 12.270962 -8.159110 -0.254 0.562 0.485 -1.17
C -13.465378 12.995874 -6.817172 0.415 -1.034 -0.663 0.09
O -14.709879 13.488428 -6.332625 0.629 -0.120 -0.077 -0.21
H -13.848118 13.039071 -8.912123 0.092 -0.196 -0.224 0.16
H -14.561377 11.649026 -8.090434 0.053 -0.136 -0.048 0.28
H -12.824363 11.634866 -8.428371 0.067 0.151 -0.059 0.42
H -12.774806 13.825195 -6.948793 -0.252 0.189 0.048 -0.10
H -12.982362 12.308201 -6.111535 -0.291 0.086 0.217 0.40
H -15.263480 12.726022 -6.139997 -0.252 0.227 0.127 0.19
```
Forces are in eV/Å.

Results
Charge = 0
Molecular weight = 347.653 g/mol
Frontier orbital gap = 9.62 eV
HOMO = -9.168 eV
Electronic energy = -23411.543 eV
Max |F| = 0.0460 hartree/bohr
ΔE to the lowest compared entry with this formula, charge and spin = 0.000 eV


Entry 2:
# C10H38CsO18P

A molecular structure, C10H38CsO18P at a distorted geometry (wB97M-V/def2-TZVPD, the Open Molecules 2025 dataset).

```
68
Properties=species:S:1:pos:R:3:forces:R:3:mulliken_charge:R:1
Cs 2.255566 -6.313768 2.792895 -0.212 0.556 -0.182 0.38
P 0.555496 -0.891098 0.803405 1.154 0.957 -0.197 0.53
O 1.935566 -0.708368 0.043025 -0.536 -0.215 0.163 -0.73
O 0.894926 -1.623798 2.148355 -0.279 -0.134 0.604 -0.80
O -0.342384 -1.835278 -0.042715 -0.382 0.160 0.133 -0.61
O -0.042774 0.543052 1.068295 -0.102 -1.334 -0.119 -0.71
O -4.109244 -2.088438 1.368535 -0.557 -0.340 0.093 -0.68
H -4.094644 -1.339848 1.964895 0.175 0.195 0.110 0.31
H -3.243664 -2.086628 0.959885 0.699 0.160 -0.247 0.35
O 4.415506 -1.501628 4.329295 0.369 -0.263 0.434 -0.69
H 3.542256 -1.600368 3.949935 -0.555 0.130 -0.342 0.37
H 4.950556 -1.158108 3.613785 0.026 0.158 -0.287 0.32
O -1.928844 -4.421448 3.785535 -0.027 -0.564 0.332 -0.67
H -2.612304 -4.288238 3.128755 -0.144 0.206 -0.234 0.32
H -1.226944 -3.824648 3.525925 0.301 0.543 -0.237 0.35
O -0.415504 0.035222 5.235565 -0.163 0.122 0.776 -0.69
H 0.115336 -0.442898 4.598505 0.241 -0.211 -0.737 0.37
H -1.060914 0.504022 4.706515 -0.012 0.016 -0.357 0.31
C -3.545434 -5.365128 -2.910675 0.712 1.948 0.857 -0.20
C -2.809304 -6.089728 -1.743965 -0.293 0.271 -0.050 -0.56
O -1.381824 -5.775298 -1.568715 -2.345 -0.761 -0.835 -0.44
O -3.423634 -3.907848 -2.758495 -0.052 -1.057 -0.087 -0.46
H -4.629454 -5.466358 -2.858145 0.041 -0.793 0.117 0.24
H -3.206034 -5.578048 -3.924365 0.248 -0.505 0.126 0.21
H -3.030284 -7.156348 -1.783835 0.869 -0.258 -0.491 0.35
H -3.343054 -5.839308 -0.827185 0.033 0.580 0.166 0.32
H -1.417994 -4.820888 -1.471815 0.859 0.337 0.387 0.29
H -2.661754 -3.719508 -2.205625 0.091 0.434 -0.060 0.24
C 2.846256 4.025922 -2.631655 3.052 -0.652 -1.349 -0.30
C 3.789436 5.100812 -3.295585 -1.696 -0.490 1.511 -0.43
O 3.842596 5.075082 -4.676685 -0.077 -0.168 -1.438 -0.50
O 3.574716 2.743112 -2.904025 -0.951 1.905 0.317 -0.55
H 1.825586 4.026422 -3.014185 0.140 -0.114 -0.178 0.27
H 2.859486 4.387132 -1.603335 -0.136 -0.814 0.396 0.28
H 4.796556 5.018482 -2.886905 -0.040 -0.173 0.383 0.27
H 3.323626 6.036212 -2.985485 0.179 0.452 0.271 0.32
H 4.129716 5.950862 -4.945335 0.017 -0.104 -0.239 0.30
H 3.341256 2.023782 -2.312705 -0.548 0.051 0.388 0.32
C -3.164574 3.862152 3.765555 -0.693 -1.214 -0.104 -0.32
C -2.809394 4.987542 2.859215 -0.106 0.770 -0.096 -0.38
O -1.589654 4.778582 2.233465 1.045 -0.114 -0.334 -0.46
O -3.346044 2.609492 3.078085 -0.130 0.818 0.127 -0.43
H -4.133264 4.048102 4.229415 0.087 0.113 0.271 0.30
H -2.379474 3.737902 4.511385 0.010 0.126 0.214 0.23
H -2.681424 5.889212 3.458155 -0.137 0.144 0.099 0.28
H -3.543424 5.197902 2.081355 -0.612 -0.132 0.152 0.24
H -1.622604 3.915492 1.814425 0.461 -0.084 -0.350 0.27
H -2.607654 2.503472 2.473815 0.270 -0.645 -0.036 0.25
C 6.598156 -3.109298 0.211125 -0.304 0.575 0.263 -0.34
C 7.097696 -1.658638 0.215615 -0.718 0.671 -0.326 -0.35
O 6.184536 -0.673458 0.730945 0.567 -0.741 0.436 -0.48
O 5.375276 -3.255378 -0.459775 -0.224 -0.228 -0.750 -0.48
H 6.471706 -3.519848 1.212905 0.378 0.055 0.330 0.24
H 7.281416 -3.723918 -0.374955 0.340 0.000 0.272 0.27
H 7.285466 -1.386418 -0.823015 0.202 -0.083 -0.263 0.24
H 8.015286 -1.485128 0.777785 0.050 -0.433 0.064 0.31
H 5.279156 -0.868268 0.478085 -0.380 0.154 -0.181 0.28
H 4.723106 -2.588018 -0.234165 -0.340 0.120 0.234 0.28
C -4.765074 2.821892 -2.538665 -1.384 -0.458 -0.450 -0.13
C -3.891314 1.614832 -2.633845 -0.340 -0.137 0.777 -0.54
O -2.560874 2.018362 -2.697675 0.880 -0.046 0.177 -0.48
O -5.006804 3.415992 -3.802315 0.166 0.343 -0.114 -0.53
H -4.369844 3.536302 -1.816515 0.256 0.031 0.026 0.18
H -5.729824 2.477812 -2.165885 -0.287 0.206 0.003 0.29
H -4.067774 0.939842 -3.471315 -0.525 0.236 -0.186 0.28
H -4.151214 1.073072 -1.724425 0.540 -0.499 0.159 0.30
H -2.205594 1.857162 -1.820535 0.713 -0.018 0.025 0.32
H -4.154414 3.356172 -4.239885 0.116 0.239 -0.335 0.32
```
Forces are in eV/Å.

Results
Charge = -2
Molecular weight = 610.275 g/mol
Frontier orbital gap = 1.79 eV
HOMO = 0.619 eV
Electronic energy = -57673.497 eV
Max |F| = 0.0661 hartree/bohr


Entry 3:
# C10H38N10O9

9 unconnected molecules or ions with the total composition C10H38N10O9 at a distorted geometry (wB97M-V/def2-TZVPD, the Open Molecules 2025 dataset).

```
67
Properties=species:S:1:pos:R:3:forces:R:3:mulliken_charge:R:1
N -1.935597 -4.194104 -2.340627 2.587 -0.467 3.658 -0.38
C -2.680597 -3.350104 -3.005627 0.805 6.954 0.822 0.48
N -3.160597 -3.950104 -4.045627 -2.833 0.473 -3.996 -0.38
O -2.770597 -1.974104 -2.749627 -0.056 -7.196 -0.961 -0.61
H -1.509597 -3.721104 -1.529627 0.274 -0.929 -0.551 0.13
H -1.379597 -4.919104 -2.818627 -0.723 0.828 0.537 0.27
H -3.641597 -3.321104 -4.674627 -0.010 -0.412 -0.213 0.29
H -2.994597 -4.906104 -4.353627 -0.071 0.639 0.588 0.18
N -2.518597 -0.448104 4.560373 -2.713 -1.147 7.770 -0.38
C -2.322597 0.178896 3.473373 0.575 8.275 -2.179 0.40
N -2.109597 -0.574104 2.445373 0.520 -1.322 -3.481 0.04
O -2.296597 1.580896 3.464373 -0.035 -6.368 0.113 -0.74
H -2.980597 0.141896 5.329373 1.292 -1.223 -1.693 0.30
H -2.774597 -1.438104 4.640373 0.359 0.755 -0.555 0.21
H -1.928597 -0.004104 1.598373 0.060 -0.610 0.394 0.19
H -2.062597 -1.647104 2.448373 0.232 2.399 0.127 0.13
N 3.831403 1.190896 -0.736627 1.319 -1.194 -6.984 -0.27
C 2.857403 1.182896 0.077373 -7.771 -1.580 -0.676 0.07
N 3.187403 1.486896 1.294373 0.056 1.668 4.397 -0.45
O 1.519403 0.859896 -0.252627 6.424 1.347 1.457 0.10
H 3.623403 1.087896 -1.795627 0.181 0.082 2.245 0.36
H 4.785403 1.410896 -0.626627 0.749 0.321 1.152 0.20
H 2.456403 1.827896 1.979373 1.327 -0.779 -1.403 0.16
H 4.062403 1.990896 1.449373 -0.291 -0.533 -0.311 0.28
N 1.521403 0.239896 -2.919627 -2.414 -2.554 -1.166 -0.08
C 2.141403 1.034896 -3.739627 0.133 -5.003 -7.636 0.38
N 2.785403 1.951896 -3.153627 4.626 5.781 0.203 -0.34
O 2.323403 0.703896 -5.006627 -0.720 1.575 3.979 -0.79
H 0.925403 -0.419104 -3.418627 0.048 0.237 0.712 0.24
H 1.362403 0.550896 -1.997627 -0.523 -0.033 1.807 0.00
H 3.471403 2.431896 -3.795627 -1.422 -0.369 1.176 0.22
H 2.407403 2.464896 -2.360627 -0.106 0.355 -0.200 0.40
N 0.848403 4.455896 2.898373 0.520 1.270 0.546 -0.49
C 0.784403 3.301896 2.236373 -2.466 -0.916 -4.969 0.61
N 1.241403 2.272896 2.951373 -0.201 -3.161 0.303 -0.56
O 0.336403 3.142896 0.986373 2.269 1.804 5.436 -0.79
H 0.563403 5.265896 2.394373 -0.123 0.463 -0.148 0.28
H 1.382403 4.594896 3.772373 -0.762 -0.318 -1.054 0.17
H 1.034403 1.274896 2.645373 -0.320 2.027 0.601 0.33
H 1.511403 2.411896 3.912373 -0.353 -0.189 -0.005 0.13
C -3.136597 -3.377104 0.788373 -0.312 2.471 0.617 -0.67
C -2.136597 -4.037104 1.681373 -0.207 -1.630 -0.590 -0.20
O -1.181597 -3.154104 2.226373 -1.537 -0.263 2.151 -0.75
H -3.800597 -2.694104 1.382373 0.155 -0.853 -0.423 0.35
H -3.700597 -4.048104 0.181373 -0.497 -0.598 -0.219 0.38
H -2.657597 -2.655104 0.119373 0.171 -0.227 -0.225 -0.13
H -1.531597 -4.713104 1.083373 -0.291 -0.628 -0.147 0.30
H -2.687597 -4.649104 2.415373 0.647 0.472 0.290 0.34
H -0.643597 -3.014104 1.479373 1.551 0.534 -1.374 0.41
C 0.421403 -2.060104 -0.417627 -0.433 1.960 -0.781 -0.36
O -0.017597 -3.361104 -0.293627 0.363 -2.483 0.482 -0.47
H 1.209403 -1.813104 0.269373 0.547 0.133 0.281 0.35
H -0.453597 -1.456104 -0.139627 0.504 0.261 -0.465 -0.14
H 0.740403 -1.888104 -1.459627 -0.136 0.426 0.492 0.39
H 0.767403 -3.928104 -0.345627 -0.464 -0.081 0.016 0.21
C -1.653597 0.739896 -0.843627 0.358 1.829 -1.149 -0.50
O -1.503597 1.336896 0.443373 0.181 0.678 -1.553 -0.62
H -0.713597 0.514896 -1.310627 0.856 -0.985 0.421 -0.13
H -1.969597 1.428896 -1.670627 -0.794 -0.001 1.020 0.38
H -2.316597 -0.094104 -0.823627 -0.407 -0.637 0.104 0.46
H -0.934597 2.148896 0.307373 -0.626 -1.363 0.879 0.33
C 2.988403 4.584896 -0.739627 -0.596 -1.010 1.423 -0.70
O 1.887403 3.934896 -1.383627 3.120 1.243 -2.231 -0.64
H 2.774403 5.520896 -0.296627 -0.870 1.587 -0.250 0.39
H 3.906403 4.721896 -1.290627 -0.197 -0.440 -0.905 0.34
H 3.237403 4.071896 0.186373 0.346 -0.825 0.023 0.08
H 1.209403 3.765896 -0.784627 -1.874 -0.523 2.272 0.32
```
Forces are in eV/Å.

Results
Charge = 0
Molecular weight = 442.475 g/mol
Frontier orbital gap = 8.19 eV
SMILES = NC(N)=O.NC(N)=O.NC(N)=O.NC(N)=O.NC(N)=O.CCO.CO.CO.CO
HOMO = -8.062 eV
Electronic energy = -44312.486 eV
Max |F| = 0.1775 hartree/bohr
ΔE to the lowest compared entry with this formula, charge and spin = 6.326 eV